C47H56Br4N6O3W as an isolated structure at a distorted geometry. Source: OMol25; level of theory: the ωB97M-V functional and the def2-TZVPD basis.

Each line ends with the Mulliken charge.
Atoms and positions in Å:
W -0.0608 0.0712 -0.2828  2.102
C 1.9294 2.3358 -5.5650  -1.100
C 0.4273 2.5245 -5.3385  -1.154
C 0.0514 2.3962 -3.8970  1.109
C -0.2181 3.4019 -2.9918  0.969
C -0.1517 4.8737 -3.2329  -1.335
C 1.2082 5.4492 -2.8306  -0.790
C -0.5295 2.7766 -1.7526  -0.013
C -0.8065 3.4394 -0.5666  -0.663
C -1.0541 2.8479 0.6645  0.471
C -1.2669 3.5576 1.8768  1.277
C -1.2845 5.0444 2.0202  -1.332
C -2.6253 5.6548 1.6058  -1.158
C -1.4352 2.6151 2.8701  1.344
C -1.3248 1.3373 2.2577  -1.001
C -1.4390 0.1231 2.9196  -0.308
C -1.3983 -1.1298 2.3211  0.112
N -1.1236 -1.3410 0.9618  -0.957
C -1.2845 -2.7214 0.7982  0.201
C -1.0593 -3.3930 -0.3924  -0.679
C -0.7216 -2.7887 -1.5919  0.056
N -0.5799 -1.4129 -1.7743  -0.821
C -0.2297 -1.2925 -3.1250  0.454
C 0.0411 -0.0938 -3.7669  -0.558
C -0.1044 1.1651 -3.2046  -0.195
N -0.4689 1.3802 -1.8724  -0.423
C -0.1915 -2.5636 -3.7656  0.909
C -0.4901 -3.4990 -2.8017  0.515
C -0.5791 -4.9821 -2.9580  -1.298
C -2.0203 -5.4416 -3.1916  -1.001
C 0.0575 -2.7983 -5.2212  -1.103
C -1.2016 -2.5482 -6.0573  -1.102
C -1.6501 -3.3465 2.0199  0.414
C -1.7031 -2.3520 2.9779  1.101
C -2.0673 -2.5040 4.4206  -1.295
C -3.5641 -2.2806 4.6472  -1.160
C -2.0169 -4.7891 2.1693  -1.222
C -3.4199 -5.0473 1.6141  -1.097
N -1.0904 1.4627 0.8853  -0.580
C -1.7305 2.8448 4.3155  -1.369
C -3.2371 2.7784 4.5743  -1.099
H 2.1706 2.4239 -6.6228  0.431
H 2.2471 1.3552 -5.2186  0.255
H 2.4932 3.0904 -5.0215  0.249
H -0.1199 1.7785 -5.9207  0.434
H 0.1329 3.5109 -5.7030  0.350
H -0.9418 5.3762 -2.6720  0.438
H -0.3159 5.0713 -4.2940  0.439
H 1.3892 5.2934 -1.7709  0.038
H 1.2491 6.5176 -3.0326  0.430
H 2.0039 4.9630 -3.3911  0.179
H -0.7928 4.5174 -0.5972  0.386
H -0.4893 5.4827 1.4132  0.394
H -1.0896 5.3044 3.0619  0.384
H -2.8780 5.3642 0.5901  0.281
H -2.5805 6.7407 1.6539  0.416
H -3.4212 5.3153 2.2635  0.257
H -1.6326 0.1578 3.9798  0.436
H -1.1515 -4.4659 -0.3904  0.485
H 0.3453 -0.1421 -4.8003  0.406
H -0.1828 -5.4631 -2.0606  0.398
H 0.0370 -5.2956 -3.8037  0.424
H -2.6516 -5.1603 -2.3515  0.194
H -2.0586 -6.5219 -3.3169  0.413
H -2.4202 -4.9767 -4.0894  0.221
H 0.3781 -3.8317 -5.3649  0.388
H 0.8610 -2.1484 -5.5765  0.390
H -1.9904 -3.2421 -5.7767  0.245
H -0.9902 -2.6793 -7.1167  0.410
H -1.5662 -1.5369 -5.8974  0.262
H -1.5008 -1.7966 5.0318  0.433
H -1.8083 -3.5116 4.7550  0.508
H -3.8566 -1.3077 4.2619  0.234
H -3.8038 -2.3273 5.7084  0.420
H -4.1394 -3.0433 4.1281  0.252
H -1.9928 -5.0748 3.2232  0.397
H -1.3052 -5.4223 1.6332  0.351
H -4.1493 -4.4304 2.1340  0.238
H -3.6974 -6.0936 1.7327  0.440
H -3.4503 -4.7913 0.5581  0.198
H -1.3563 3.8256 4.6148  0.500
H -1.2245 2.0913 4.9238  0.342
H -3.7494 3.5262 3.9746  0.218
H -3.4598 2.9624 5.6232  0.435
H -3.6225 1.8001 4.2969  0.180
Br 6.5880 0.3695 -2.6234  -0.201
C 4.9363 0.8073 -1.8189  0.300
C 4.7388 2.0695 -1.2708  0.328
Br 6.0725 3.3932 -1.4096  -0.184
C 3.5401 2.3656 -0.6223  -0.011
Br 3.2135 4.0260 0.2053  -0.131
C 2.5151 1.4323 -0.5674  -0.228
O 1.3472 1.6129 -0.0033  -0.503
C 2.7187 0.1464 -1.1362  -0.660
O 1.6843 -0.6749 -1.0131  -0.213
C 3.9234 -0.1531 -1.7473  0.033
Br 4.1102 -1.8860 -2.4671  -0.177
C 2.7293 -2.6196 3.8881  -1.347
N 2.3457 -2.0177 2.6292  0.270
C 1.9249 -2.9751 1.6259  -0.975
C 2.0664 -0.7092 2.4442  -0.474
O 1.2684 -0.3609 1.5312  1.394
N 2.6294 0.2190 3.2589  0.182
C 4.0120 0.1633 3.6961  -1.179
C 2.1228 1.5786 3.1897  -1.204
H 2.0096 -3.4047 4.1315  0.364
H 2.7111 -1.8907 4.6924  0.435
H 3.7189 -3.0796 3.8146  0.328
H 2.7403 -3.6751 1.4412  0.532
H 1.6828 -2.4600 0.6916  -0.118
H 1.0453 -3.5297 1.9627  0.181
H 4.4168 -0.8395 3.6260  0.450
H 4.0809 0.5127 4.7280  0.310
H 4.6210 0.8283 3.0706  0.271
H 1.1187 1.5823 2.7664  0.250
H 2.7716 2.2100 2.5795  0.117
H 2.0918 1.9981 4.1939  0.463

Results
Calculated total energy = -12742.137129 hartree
HOMO level (spin up / spin down) = -0.223 / -0.223 hartree
Gap between HOMO and LUMO (spin up / spin down) = 0.18092 / 0.18109 hartree
Charge = 0
LUMO level (spin up / spin down) = -0.042 / -0.042 Ha